Entry 1:
Below is a structure of composition C30H42BeBrIN2O2P, with properties calculated with wB97M-V/def2-TZVPD.

Summary:
LUMO energy in eV: -2.982
Net charge: +1
HOMO level in eV: -11.67

Positions of all 80 atoms, in Å:
1 Be 0.9398 -0.2872 1.3874
2 O 1.0702 -0.4397 2.9395
3 N 2.3267 -0.6366 3.2433
4 N 3.0434 -0.5977 2.2119
5 O 2.4537 -0.3803 1.0432
6 C 4.4744 -0.7744 2.2579
7 C 5.1569 -0.8350 1.0569
8 C 6.5332 -1.0071 1.1001
9 C 7.1873 -1.1141 2.3175
10 C 6.4727 -1.0472 3.5072
11 C 5.0992 -0.8743 3.4919
12 H 4.6276 -0.7486 0.1205
13 H 7.0930 -1.0568 0.1765
14 H 8.2600 -1.2489 2.3430
15 H 6.9871 -1.1262 4.4549
16 H 4.5334 -0.8181 4.4095
17 Br -3.1791 -3.6951 -0.0652
18 C -1.7410 -3.9688 -1.2514
19 C -2.0398 -4.3223 -2.5626
20 C -1.0211 -4.5333 -3.4751
21 C 0.3032 -4.3940 -3.0855
22 C 0.6056 -4.0382 -1.7821
23 C -0.4155 -3.8247 -0.8599
24 I 0.1272 -3.2919 1.0756
25 H -3.0744 -4.4364 -2.8546
26 H -1.2642 -4.8145 -4.4909
27 H 1.1030 -4.5671 -3.7929
28 H 1.6364 -3.9362 -1.4703
29 C -0.1862 4.9988 0.3415
30 C -1.2180 4.4189 1.3195
31 C -1.0650 2.8993 1.4907
32 C -0.6087 2.2642 0.1710
33 C 0.8217 2.7540 -0.1674
34 C 1.0883 4.1675 0.3722
35 P -0.6837 0.4320 0.2212
36 C -0.5845 -0.2271 -1.4870
37 C 0.8670 -0.3157 -1.9893
38 C 0.8689 -0.6318 -3.4814
39 C 0.2649 0.5243 -4.2982
40 C -0.7189 1.3591 -3.4714
41 C -1.5118 0.4815 -2.5089
42 C -2.2904 -0.1504 0.8930
43 C -3.5280 0.6269 0.3825
44 C -4.6933 0.5336 1.3753
45 C -4.7490 -0.8585 1.9901
46 C -3.5118 -1.1144 2.8673
47 C -2.3012 -0.2807 2.4227
48 H 0.0199 6.0409 0.5847
49 H -0.5862 4.9994 -0.6773
50 H -2.2283 4.6417 0.9693
51 H -1.1186 4.8951 2.2963
52 H -2.0080 2.4794 1.8340
53 H -0.3253 2.6696 2.2653
54 H -1.2948 2.5882 -0.6186
55 H 0.9613 2.7460 -1.2490
56 H 1.5708 2.0663 0.2396
57 H 1.8804 4.6333 -0.2146
58 H 1.4602 4.1138 1.3993
59 H -0.9382 -1.2577 -1.3635
60 H 1.3980 -1.0856 -1.4219
61 H 1.4063 0.6192 -1.8146
62 H 0.2897 -1.5460 -3.6387
63 H 1.8824 -0.8487 -3.8217
64 H -0.2493 0.1192 -5.1718
65 H 1.0576 1.1684 -4.6830
66 H -1.3997 1.9001 -4.1298
67 H -0.1823 2.1242 -2.9045
68 H -2.0460 -0.2830 -3.0798
69 H -2.2839 1.0678 -2.0099
70 H -2.3408 -1.1754 0.5022
71 H -3.8391 0.2057 -0.5760
72 H -3.2895 1.6767 0.1954
73 H -5.6238 0.7770 0.8614
74 H -4.5762 1.2802 2.1667
75 H -4.7964 -1.5956 1.1826
76 H -5.6592 -0.9904 2.5752
77 H -3.2462 -2.1739 2.8368
78 H -3.7346 -0.8799 3.9095
79 H -1.3835 -0.7495 2.7836
80 H -2.3359 0.7070 2.8829

Löwdin population analysis, charges in e, atoms 1 to 4:
1. Be 0.0863
2. O -0.1519
3. N 0.1022
4. N -0.1291


Entry 2:
Below is an isolated molecule of C5H7NO, with properties calculated with wB97M-V/def2-TZVPD.

Summary:
LUMO energy in eV: 0.885
Relative energy (zero: lowest compared OMol25 entry of this formula, charge and spin) in kJ/mol: 163.2
HOMO level in eV: -9.85
SMILES: C#CCCNC=O

Positions of all 14 atoms, in Å:
1 O -2.7828 -0.4567 -0.3834
2 C -2.2148 0.5104 0.0859
3 N -1.0134 0.4683 0.7197
4 C -0.2747 -0.7686 0.8445
5 C 0.8759 -0.8762 -0.1661
6 C 1.8247 0.2388 -0.0729
7 C 2.5804 1.1741 -0.0012
8 H -2.6453 1.5281 0.0564
9 H -0.5613 1.3329 0.9788
10 H -0.9910 -1.5707 0.6532
11 H 0.0952 -0.8671 1.8706
12 H 1.4049 -1.8256 -0.0179
13 H 0.4470 -0.8993 -1.1743
14 H 3.2658 1.9922 0.0477

Löwdin population analysis, charges in e, atoms 1 to 4:
1. O 0.0088
2. C -0.3605
3. N 0.0175
4. C -0.1955


Entry 3:
Below is an isolated molecule of C5H12N2O at a distorted geometry, with properties calculated with wB97M-V/def2-TZVPD.

Summary:
LUMO energy in eV: 1.083
Relative energy (zero: lowest compared OMol25 entry of this formula, charge and spin) in kJ/mol: 170.1
HOMO level in eV: -9.19
SMILES: C[C@H](N)[C@]1(N)O[C@@H]1C

Positions of all 20 atoms, in Å:
1 C 0.7925 -1.3183 -0.1315
2 C -0.6083 0.8386 0.4661
3 C -1.1669 1.2397 -0.8993
4 C 1.8606 -0.6062 -0.9157
5 C -0.3604 -0.6677 0.5016
6 N -1.5842 -1.3894 0.5962
7 N 0.6157 1.5737 0.7431
8 O 0.7399 -1.1305 1.2680
9 H 0.6485 -2.3579 -0.4277
10 H -1.3892 1.0324 1.2288
11 H -2.0891 -1.1450 1.4441
12 H -1.4166 -2.3904 0.6068
13 H 1.1145 1.1183 1.5081
14 H 0.3938 2.5280 1.0212
15 H -1.4991 2.2788 -0.8785
16 H -2.0143 0.6039 -1.1433
17 H -0.4126 1.1215 -1.6575
18 H 1.6667 -0.7316 -1.9799
19 H 1.8781 0.4472 -0.6633
20 H 2.8303 -1.0453 -0.6873

Löwdin population analysis, charges in e, atoms 1 to 4:
1. C -0.2732
2. C -0.3771
3. C -0.0450
4. C -0.0371


Entry 4:
Below is a structure of composition C22H35HgNO4P2 at a distorted geometry, with properties calculated with wB97M-V/def2-TZVPD.

Summary:
LUMO energy in eV: -0.307
HOMO level in eV: -8.26

Positions of all 65 atoms, in Å:
1 P -2.1935 0.9411 -0.9825
2 P -2.1446 -1.3381 1.2668
3 C -3.7424 -0.0590 -0.5897
4 C -3.7591 -0.6161 0.8374
5 H -3.7020 -0.8538 -1.3827
6 H -4.6764 0.5012 -0.7427
7 H -3.9921 0.2471 1.4771
8 H -4.5131 -1.4011 1.0075
9 C -1.8231 -2.6961 0.0735
10 H -0.8187 -3.1196 0.2444
11 H -1.8870 -2.3756 -0.9794
12 H -2.5841 -3.4570 0.2864
13 C -2.0181 -1.9658 2.9092
14 H -2.6256 -2.8689 2.9903
15 H -2.3301 -1.2002 3.6207
16 H -0.9631 -2.1898 3.0853
17 C -2.9821 1.3305 -2.6883
18 H -2.2636 1.8184 -3.3553
19 H -3.8477 1.9896 -2.5553
20 H -3.3691 0.4355 -3.1796
21 C -2.4031 2.7229 -0.5587
22 H -1.9814 2.9866 0.4142
23 H -3.4419 3.0222 -0.6350
24 H -1.8141 3.1930 -1.3404
25 Hg -0.9051 0.5293 1.5214
26 C -0.4137 -1.7727 -2.9040
27 C -1.5272 -1.3360 -3.5506
28 C -1.5653 -0.7777 -4.9307
29 C -0.2008 -0.1184 -5.3134
30 C -0.0360 1.1910 -4.6089
31 C 0.1948 1.4012 -3.3069
32 C 0.7983 0.5170 -2.2499
33 C 0.8148 -1.0185 -2.4661
34 C -0.6936 2.2703 2.6947
35 H -0.4109 -2.7896 -2.4544
36 H -2.4738 -1.4331 -3.0117
37 H -2.3942 -0.0506 -5.0594
38 H -1.7596 -1.5689 -5.6762
39 H 0.6437 -0.8233 -5.1212
40 H -0.1971 0.1297 -6.4025
41 H -0.0428 2.1125 -5.2250
42 H -0.0748 2.4219 -2.9072
43 H 0.3741 0.7890 -1.2659
44 H 1.8693 0.7681 -2.1204
45 H 1.7206 -1.2642 -3.0709
46 H 0.9602 -1.4355 -1.4400
47 H -0.6980 1.8749 3.7052
48 H -1.5261 2.9105 2.4731
49 H 0.2586 2.7295 2.4764
50 O 1.6550 0.0814 1.5986
51 C 1.8290 -0.0616 2.8536
52 O 0.9496 -0.1140 3.7571
53 C 3.2741 -0.1114 3.3426
54 C 3.5347 -0.0748 4.7245
55 C 4.8352 -0.0125 5.2067
56 C 5.8907 0.0070 4.2711
57 C 5.6576 -0.0718 2.8774
58 C 4.3491 -0.1464 2.4262
59 N 7.2228 0.1316 4.7579
60 O 7.3930 0.2162 6.0012
61 O 8.1719 0.1527 3.9402
62 H 2.6943 -0.0750 5.4171
63 H 5.0543 0.0459 6.2702
64 H 6.5007 -0.0590 2.1908
65 H 4.1484 -0.2117 1.3563

Löwdin population analysis, charges in e, atoms 1 to 4:
1. P 0.8436
2. P 0.6444
3. C -0.4261
4. C -0.4121